# 1
15
Properties=species:S:1:pos:R:3 method="wB97M-V/def2-TZVPD" e_lumo_ev=1.07 spin_multiplicity=1 smiles=Cc1cc(N)c[nH]1 relative_energy_kj_mol=60.0 homo_ev=-7.62
C -2.25898 -0.07725 -0.89653
C -0.86946 -0.08075 -0.31826
C 0.28290 0.66555 -0.55550
C 1.28609 0.20276 0.30783
N 2.55111 0.82624 0.13044
C 0.77778 -0.81324 1.07677
N -0.53609 -0.98265 0.67714
H -3.03226 0.09403 -0.13365
H -2.32939 0.73022 -1.62605
H -2.51605 -1.01415 -1.41263
H 0.70818 1.45603 -1.15266
H 3.32092 0.31701 0.50167
H 2.57710 1.77868 0.46338
H 1.22787 -1.41882 1.85004
H -1.15743 -1.66906 1.08363

=====

# 2
22
Properties=species:S:1:pos:R:3 method="wB97M-V/def2-TZVPD" e_lumo_ev=-5.17 spin_multiplicity=1 total_charge=+1 relative_energy_kj_mol=168.3 homo_ev=-13.32
C -2.48223 -0.93648 -0.65664
C -1.02846 -1.14713 -1.08733
C -0.43423 0.00223 -1.83004
C 0.86063 0.28392 -1.96484
H -3.15358 -0.90929 -1.51514
H -2.80692 -1.72850 0.01469
H -2.60127 0.02313 -0.14431
H -0.99162 -2.06499 -1.67958
H -0.44616 -1.38304 -0.19084
H -1.16422 0.58409 -2.39034
H 1.19362 1.22878 -2.37725
H 1.64157 -0.46185 -1.82167
C 0.67774 0.91563 2.08949
C -0.52700 1.26642 1.68599
C 2.77566 -0.01401 1.41095
N 1.65743 0.51972 1.12755
H 1.00673 0.79600 3.11263
H -0.76389 1.29723 0.62914
H -1.28864 1.57395 2.38475
H 3.43774 -0.32787 0.61531
H 3.01677 -0.20237 2.45030
H 1.42033 0.68443 0.13718

=====

# 3
16
Properties=species:S:1:pos:R:3 method="wB97M-V/def2-TZVPD" e_lumo_ev="-4.40 / -7.63" spin_multiplicity=3 total_charge=+1 s2=2.0255 homo_ev="-10.26 / -14.51"
C 2.52542 1.56633 -0.09179
C -0.60218 -2.13246 0.00213
C 1.10044 1.45899 0.06269
C -0.06713 1.17181 -0.07045
C 1.38072 -1.04426 -0.03626
C -2.41326 -0.48492 0.05732
N 3.21496 0.47561 -0.19965
N 0.68362 -2.01006 -0.05876
N 2.52261 -0.62813 -0.04733
N -1.35001 -1.09775 0.21291
O -1.40736 1.49137 -0.02996
H 3.00529 2.51122 0.00979
H -0.98276 -3.10756 -0.03547
H -3.04856 -0.27807 0.99528
H -2.84384 -0.25143 -0.97081
H -1.71794 2.35932 0.20036

=====

# 4
90
Properties=species:S:1:pos:R:3 method="wB97M-V/def2-TZVPD" e_lumo_ev=-0.49 spin_multiplicity=1 relative_energy_kj_mol=2820.5 homo_ev=-6.38
C 2.57230 -1.65355 0.78653
O 1.89189 -0.95443 1.60569
N 2.00287 -2.53290 -0.08926
C 2.76432 -3.24343 -1.09074
C 0.54505 -2.92092 0.07043
H 3.66323 -1.66671 0.63854
H 2.19804 -3.42591 -2.00405
H 3.16600 -4.18755 -0.72278
H 3.65850 -2.67473 -1.34592
H 0.29067 -3.71577 0.77157
H 0.08930 -2.04077 0.52399
H 0.02208 -3.07660 -0.87317
C -2.33279 -3.67002 2.87535
O -2.11585 -3.65081 4.08638
N -1.50643 -3.09978 2.00530
C -1.87154 -3.11730 0.63203
C -0.27099 -2.35784 2.29720
H -3.26138 -4.04168 2.41515
H -1.00873 -3.45917 0.06038
H -2.01745 -2.10850 0.24584
H -2.54212 -3.85534 0.19191
H 0.57750 -2.94317 1.94287
H -0.28086 -1.38863 1.79858
H -0.09110 -2.20723 3.36165
C -1.32847 -0.76428 0.13846
O -1.32130 -1.56444 -0.80614
N -0.26529 0.14798 0.13879
C -0.18658 1.20064 1.18463
C 0.86056 0.00349 -0.77302
H -2.05721 -0.64886 0.95565
H -0.97754 1.03712 1.91657
H -0.19371 2.21385 0.78280
H 0.79231 1.12819 1.65858
H 0.80289 -0.94896 -1.29990
H 0.90753 0.77262 -1.54395
H 1.81125 0.14543 -0.25907
C 3.15039 0.69209 1.47989
O 3.90822 -0.25511 1.56398
N 3.56444 1.75166 0.75648
C 2.88153 3.04675 1.03683
C 4.85853 1.75619 0.03287
H 2.30232 0.84144 2.16595
H 2.64772 3.56759 0.10830
H 3.43429 3.66443 1.74466
H 1.94118 2.81941 1.53899
H 5.64556 1.91564 0.76993
H 5.16977 0.86497 -0.51205
H 4.85542 2.64201 -0.60227
C 1.89424 -2.16168 -3.44055
C 0.65279 -1.50840 -4.14594
O 0.78049 -0.16117 -4.47347
C 0.47161 0.93027 -3.69869
O 0.09695 0.77739 -2.55118
C 0.84109 2.20059 -4.29414
F 0.68057 3.16377 -3.32888
F 2.09118 2.06851 -4.78449
F -0.05635 2.41455 -5.25805
H 2.36162 -1.75093 -2.54560
H 2.67344 -2.39919 -4.16479
H 1.60915 -3.16849 -3.13531
H -0.17222 -1.81155 -3.50130
H 0.52632 -1.88016 -5.16275
C -0.40488 2.57033 3.86412
C -1.05786 3.59429 2.85949
O -0.03342 4.53040 2.36642
C 0.60554 4.29111 1.17570
O 0.57545 3.19655 0.62043
C 1.30062 5.43898 0.51274
F 0.62196 5.63281 -0.60167
F 1.30818 6.59434 1.17327
F 2.48663 5.05373 0.18977
H -1.10046 1.75531 4.06414
H -0.17390 3.10016 4.78825
H 0.51885 2.21021 3.41120
H -1.94809 4.08270 3.25577
H -1.36072 3.06203 1.95778
C -2.95621 -2.33766 -1.03755
C -3.95241 -1.65580 -0.06076
O -4.54832 -0.55688 -0.59400
C -5.65631 0.04300 -0.07451
O -6.22669 -0.45425 0.92478
C -6.22320 1.34725 -0.74588
F -7.31082 1.07124 -1.48758
F -6.55549 2.25114 0.11369
F -5.33912 1.84805 -1.64746
H -3.55129 -2.50860 -1.93463
H -2.57208 -3.28294 -0.65414
H -2.14010 -1.72576 -1.42177
H -3.41840 -1.49354 0.87551
H -4.68454 -2.40842 0.23185

=====

# 5
110
Properties=species:S:1:pos:R:3 method="wB97M-V/def2-TZVPD" e_lumo_ev="-10.13 / -13.90" spin_multiplicity=6 total_charge=+4 s2=8.7920 relative_energy_kj_mol=123.3 homo_ev="-18.77 / -19.17"
Pd 1.65893 1.54437 -0.27666
C -0.71102 3.72122 0.65828
C -0.43990 4.09770 -0.78726
C 0.03182 5.54054 -0.89795
C -1.64612 3.85150 -1.67398
O 0.62363 3.20575 -1.30234
Ge 2.32525 3.79158 -1.61156
O 2.86540 2.15668 -2.09887
C 2.90837 1.60430 -3.47484
C 1.67306 0.73685 -3.64774
C 2.91209 2.77259 -4.44691
C 4.18755 0.79601 -3.55560
O 2.71065 3.46986 0.12843
C 4.09587 3.66099 0.66052
C 4.66400 4.89272 -0.02620
C 4.92761 2.42543 0.36388
C 3.92843 3.88264 2.15338
H -1.53033 4.32226 1.05286
H -0.99761 2.66538 0.73595
H 0.16729 3.89174 1.28302
H -0.74633 6.23138 -0.57397
H 0.89847 5.72406 -0.25376
H 0.27261 5.79513 -1.93418
H -2.50083 4.42914 -1.32083
H -1.44099 4.14226 -2.70432
H -1.90929 2.78985 -1.67362
H 0.76348 1.32003 -3.47523
H 1.63922 0.34794 -4.66549
H 1.70738 -0.11085 -2.95701
H 1.98807 3.35860 -4.36294
H 3.77419 3.42082 -4.27247
H 2.97402 2.42098 -5.47587
H 4.20457 0.02230 -2.78667
H 4.25991 0.31209 -4.52957
H 5.06245 1.43407 -3.43068
H 4.79392 4.71756 -1.10336
H 4.02508 5.76462 0.12973
H 5.65288 5.13138 0.36344
H 5.19006 2.34305 -0.69032
H 5.84955 2.46503 0.94395
H 4.39701 1.51283 0.65100
H 3.13716 4.60407 2.35719
H 3.70848 2.94577 2.67327
H 4.85472 4.26908 2.57670
N 1.44884 1.00977 1.93399
C 2.28465 -0.20127 2.10786
C 2.24827 -0.83729 3.50247
C 0.96355 -1.49364 4.02435
C 0.65466 -2.90741 3.50417
N 1.81431 -3.79355 3.48592
C 2.15194 -4.69169 4.40979
N 3.17959 -5.50707 4.18584
N 1.48216 -4.79246 5.55708
C 2.01332 -1.15318 0.93533
O 2.17570 -2.35144 1.03243
O 1.61466 -0.56697 -0.16917
H 1.82893 1.78176 2.47474
H 0.50556 0.85614 2.27820
H 3.31944 0.13268 1.97580
H 2.54849 -0.06096 4.21022
H 3.05308 -1.57245 3.52900
H 0.08108 -0.86844 3.84756
H 1.06233 -1.54305 5.11068
H 0.28165 -2.88548 2.48088
H -0.13481 -3.35794 4.10688
H 2.39245 -3.70334 2.65858
H 3.66416 -5.50855 3.30455
H 3.49814 -6.15715 4.88567
H 0.78166 -4.12423 5.82147
H 1.73002 -5.48803 6.24204
C -1.05431 -5.03268 0.55165
C -1.32452 -3.79722 -0.29965
C -1.60810 -4.15397 -1.75611
C -1.68723 -2.94674 -2.67713
N -2.79749 -2.02537 -2.30345
C -2.66532 -0.89300 -1.54928
Se -1.02661 -0.29345 -0.96301
N -3.88480 -0.33889 -1.34911
C -4.15859 0.91691 -0.59733
C -3.80981 0.86111 0.88637
C -4.78160 0.08214 1.77307
C -4.77989 -1.42866 1.55738
C -4.82199 -1.11604 -1.97817
C -6.20035 -0.99085 -2.09508
C -6.82643 -1.97536 -2.82312
C -6.10541 -3.07885 -3.43849
C -4.75268 -3.21176 -3.32782
C -4.10798 -2.21471 -2.58274
H -0.86143 -4.76049 1.58970
H -0.18640 -5.57733 0.17945
H -1.90581 -5.71397 0.54159
H -0.45359 -3.12805 -0.25532
H -2.17641 -3.24862 0.12206
H -2.52938 -4.73872 -1.83262
H -0.80982 -4.78940 -2.14618
H -1.84963 -3.21255 -3.72084
H -0.76483 -2.36067 -2.63363
H -5.22067 1.11401 -0.72785
H -3.62010 1.71150 -1.11462
H -3.77300 1.90366 1.21072
H -2.79556 0.46229 1.02231
H -5.78907 0.48434 1.63764
H -4.52047 0.29079 2.81133
H -5.19975 -1.72002 0.59203
H -5.38591 -1.92594 2.31302
H -3.76731 -1.83967 1.62833
H -6.75924 -0.17853 -1.65312
H -7.90062 -1.93748 -2.95559
H -6.67564 -3.80546 -4.00325
H -4.21690 -4.02841 -3.79092

=====

# 6
11
Properties=species:S:1:pos:R:3 method="wB97M-V/def2-TZVPD" e_lumo_ev=0.75 spin_multiplicity=1 relative_energy_kj_mol=237.1 homo_ev=-8.73
N 1.40729 -1.07827 -0.32084
N 1.63429 0.10954 0.34035
C 0.59057 0.87013 0.48824
C -0.71792 0.78000 -0.25417
C -1.59883 -0.11098 0.03004
F -2.92344 -0.23778 -0.11523
F -1.08939 -1.05533 0.92823
H 0.54797 -1.41317 -0.90318
H 2.30044 -1.47938 -0.73966
H 0.80156 1.77985 1.25953
H -0.95253 1.83536 -0.71332

=====

# 7
12
Properties=species:S:1:pos:R:3 method="wB97M-V/def2-TZVPD" e_lumo_ev=0.97 spin_multiplicity=1 smiles="[H]/N=C/N.C" relative_energy_kj_mol=10.8 homo_ev=-9.40
H 1.20691 -1.24823 0.72531
N 0.61164 -0.72242 1.34565
C -0.22474 0.06916 0.83853
N -0.91552 0.93869 1.62325
H -0.44611 0.12338 -0.22787
H -0.77231 0.75892 2.60536
H -1.85039 1.20048 1.34529
C 0.59056 -0.26063 -2.98459
H 0.86442 0.39470 -2.16384
H -0.28314 -0.01986 -3.58104
H 0.43118 -1.28241 -2.61877
H 1.47708 -0.34202 -3.60232

=====

| no. | electronic energy (a.u.) |
| --- | --- |
| 1 | -304.81263 |
| 2 | -329.54345 |
| 3 | -525.26262 |
| 4 | -2809.42165 |
| 5 | -6604.86425 |
| 6 | -425.83828 |
| 7 | -190.49476 |